C4H12 | ωB97M-V/def2-TZVPD

Computed properties:
Energy above the lowest of the compared OMol25 structures with the same formula, charge and spin in kcal per mole: 26.3
SMILES: CC.CC
Gap between HOMO and LUMO in Ha: 0.4475

Bonds (Å) are listed after each position.
Atoms and positions in Å:
1 C 1.33 -1.25 0.25  C2 1.530, H5 1.094, H7 1.044, H12 1.107
2 C 1.18 -2.74 0.58  C1 1.530, H9 1.125, H15 1.046, H16 1.106
3 C -1.23 2.59 0.13  C4 1.546, H10 1.131, H11 1.021, H13 1.106
4 C -1.31 1.48 -0.95  C3 1.546, H6 1.128, H8 1.108, H14 1.121
5 H 2.26 -0.83 0.65  C1 1.094
6 H -0.28 1.07 -1.14  C4 1.128
7 H 1.21 -1.11 -0.78  C1 1.044
8 H -1.88 0.57 -0.70  C4 1.108
9 H 2.02 -3.25 0.03  C2 1.125
10 H -0.50 2.18 0.89  C3 1.131
11 H -0.62 3.40 0.02  C3 1.021
12 H 0.42 -0.74 0.60  C1 1.107
13 H -2.19 3.00 0.49  C3 1.106
14 H -1.80 1.85 -1.88  C4 1.121
15 H 0.24 -3.01 0.23  C2 1.046
16 H 1.15 -3.23 1.57  C2 1.106


C4H12 | ωB97M-V/def2-TZVPD

Computed properties:
Energy above the lowest of the compared OMol25 structures with the same formula, charge and spin in kcal per mole: 9.3
SMILES: CC.CC
Gap between HOMO and LUMO in Ha: 0.4693

Bonds (Å) are listed after each position.
Atoms and positions in Å:
1 C -1.92 -0.12 -0.16  C4 1.555, H11 1.081, H14 1.090, H15 1.094
2 C 1.80 -0.87 -0.26  C3 1.513, H8 1.093, H9 1.080, H16 1.091
3 C 1.75 -0.28 1.14  C2 1.513, H6 1.097, H7 1.083, H12 1.104
4 C -1.66 1.26 -0.83  C1 1.555, H5 1.093, H10 1.082, H13 1.096
5 H -0.70 1.16 -1.33  C4 1.093
6 H 2.66 -0.44 1.73  C3 1.097
7 H 1.59 0.78 1.27  C3 1.083
8 H 1.61 -0.07 -0.97  C2 1.093
9 H 1.05 -1.64 -0.36  C2 1.080
10 H -1.75 2.04 -0.08  C4 1.082
11 H -2.70 -0.03 0.59  C1 1.081
12 H 1.01 -0.74 1.83  C3 1.104
13 H -2.36 1.44 -1.65  C4 1.096
14 H -2.16 -0.95 -0.82  C1 1.090
15 H -1.02 -0.32 0.42  C1 1.094
16 H 2.79 -1.23 -0.53  C2 1.091


C4H12 | ωB97M-V/def2-TZVPD

Computed properties:
Energy above the lowest of the compared OMol25 structures with the same formula, charge and spin in kcal per mole: 5.3
SMILES: CC.CC
Gap between HOMO and LUMO in Ha: 0.4697

Bonds (Å) are listed after each position.
Atoms and positions in Å:
1 C -2.06 0.76 2.84  C3 1.545, H7 1.087, H9 1.087, H10 1.085
2 C 1.71 0.53 -2.74  C4 1.513, H5 1.090, H8 1.092, H11 1.090
3 C -1.19 -0.47 3.19  C1 1.545, H12 1.082, H13 1.095, H16 1.091
4 C 1.51 -0.86 -3.30  C2 1.513, H6 1.096, H14 1.085, H15 1.088
5 H 1.32 1.34 -3.36  C2 1.090
6 H 0.50 -1.23 -3.11  C4 1.096
7 H -1.69 1.64 3.37  C1 1.087
8 H 1.20 0.73 -1.79  C2 1.092
9 H -1.99 1.00 1.79  C1 1.087
10 H -3.09 0.51 3.02  C1 1.085
11 H 2.76 0.79 -2.62  C2 1.090
12 H -1.61 -0.95 4.06  C3 1.082
13 H -0.18 -0.20 3.50  C3 1.095
14 H 1.65 -0.85 -4.38  C4 1.085
15 H 2.21 -1.56 -2.85  C4 1.088
16 H -1.04 -1.20 2.38  C3 1.091


C4H12 | ωB97M-V/def2-TZVPD

Computed properties:
Energy above the lowest of the compared OMol25 structures with the same formula, charge and spin in kcal per mole: 8.2
SMILES: CC.CC
Gap between HOMO and LUMO in Ha: 0.4726

Bonds (Å) are listed after each position.
Atoms and positions in Å:
1 C -0.37 -0.28 -2.43  C2 1.548, H9 1.085, H11 1.086, H12 1.091
2 C 1.00 -0.59 -1.78  C1 1.548, H5 1.096, H6 1.086, H10 1.088
3 C -0.52 1.14 1.85  C4 1.568, H13 1.083, H14 1.086, H16 1.094
4 C -0.13 -0.28 2.40  C3 1.568, H7 1.094, H8 1.079, H15 1.083
5 H 0.96 -1.64 -1.49  C2 1.096
6 H 1.26 -0.02 -0.89  C2 1.086
7 H -1.00 -0.91 2.21  C4 1.094
8 H 0.16 -0.23 3.43  C4 1.079
9 H -0.52 -0.93 -3.29  C1 1.085
10 H 1.77 -0.48 -2.55  C2 1.088
11 H -1.19 -0.28 -1.72  C1 1.086
12 H -0.29 0.72 -2.85  C1 1.091
13 H -1.48 1.24 1.36  C3 1.083
14 H 0.29 1.52 1.24  C3 1.086
15 H 0.62 -0.72 1.76  C4 1.083
16 H -0.59 1.77 2.75  C3 1.094


Record order is preserved below.
Lowest unoccupied orbital energy: 0.040; 0.044; 0.037; 0.042 Eh